[1]
97
Properties=species:S:1:pos:R:3 method="wB97M-V/def2-TZVPD" orbital_gap_ev=9.22 lumo_ev=0.7 energy_ha=-2411.92533
C 3.0850 2.2690 2.9648
C 4.0878 1.5337 3.8553
N 4.7246 2.3697 4.8536
C 4.0174 2.6281 6.0949
C 2.8718 3.6464 5.9368
N 1.5385 3.1051 6.2584
C 3.5696 1.3829 6.8309
O 4.6814 0.5362 7.0107
C 4.3360 -0.6645 7.6741
H 3.4815 3.2457 2.7101
H 2.1209 2.3695 3.4494
H 2.9514 1.7047 2.0472
H 4.8770 1.1728 3.2021
H 3.6060 0.6346 4.2577
H 5.6675 2.0658 5.0394
H 4.7441 3.1055 6.7485
H 3.0485 4.4643 6.6272
H 2.9178 4.0835 4.9430
H 1.2783 2.4357 5.5425
H 0.8640 3.8605 6.2493
H 3.1015 1.6623 7.7724
H 2.7956 0.8676 6.2501
H 5.2229 -1.0611 8.1560
H 3.5696 -0.5052 8.4295
H 3.9553 -1.4006 6.9628
F 1.3270 0.1433 0.3269
C 2.1155 -0.3820 -0.6337
C 1.5917 -0.5502 -1.9002
C 2.3996 -1.0937 -2.8877
C 3.7073 -1.4607 -2.5973
C 4.2102 -1.2823 -1.3158
C 3.4117 -0.7370 -0.3207
H 0.5689 -0.2589 -2.1042
H 2.0062 -1.2283 -3.8867
H 4.3340 -1.8842 -3.3706
H 5.2276 -1.5697 -1.0876
H 3.7845 -0.5870 0.6844
F -1.1502 0.4180 -3.0511
C -1.7243 1.3125 -2.2128
C -1.9003 2.6144 -2.6323
C -2.4665 3.5278 -1.7545
C -2.8333 3.1315 -0.4746
C -2.6575 1.8110 -0.0824
C -2.1001 0.8904 -0.9558
H -1.5903 2.9064 -3.6272
H -2.6118 4.5520 -2.0693
H -3.2568 3.8501 0.2140
H -2.9234 1.5012 0.9194
H -1.9442 -0.1383 -0.6626
F -3.7152 3.9532 -5.3941
C -3.5041 3.1986 -6.4922
C -3.7308 3.7498 -7.7370
C -3.5075 2.9695 -8.8624
C -3.0672 1.6594 -8.7302
C -2.8482 1.1266 -7.4677
C -3.0651 1.8994 -6.3367
H -4.0767 4.7716 -7.8175
H -3.6767 3.3876 -9.8455
H -2.8947 1.0544 -9.6102
H -2.5082 0.1052 -7.3630
H -2.8934 1.5029 -5.3441
F -3.7454 0.1129 4.8869
C -2.4831 0.0304 4.4237
C -1.4300 0.2535 5.2912
C -0.1325 0.1745 4.7981
C 0.0908 -0.1158 3.4602
C -0.9777 -0.3426 2.6106
C -2.2726 -0.2717 3.0928
H -1.6271 0.4915 6.3281
H 0.7076 0.3436 5.4593
H 1.1028 -0.1690 3.0799
H -0.8048 -0.5678 1.5666
H -3.1157 -0.4548 2.4384
F -1.8493 -2.3407 -0.4084
C -2.5598 -3.3141 0.2044
C -3.8821 -3.0747 0.5171
C -4.6070 -4.0730 1.1506
C -4.0039 -5.2839 1.4617
C -2.6716 -5.4992 1.1370
C -1.9380 -4.5088 0.5009
H -4.3314 -2.1223 0.2662
H -5.6455 -3.9042 1.4005
H -4.5725 -6.0591 1.9572
H -2.1992 -6.4408 1.3816
H -0.8990 -4.6554 0.2372
F -1.6333 -2.2588 -7.8847
C -0.8682 -2.7392 -6.8820
C -1.0918 -2.2902 -5.5964
C -0.3065 -2.7885 -4.5682
C 0.6900 -3.7168 -4.8379
C 0.8986 -4.1518 -6.1399
C 0.1139 -3.6637 -7.1746
H -1.8688 -1.5613 -5.4059
H -0.4727 -2.4477 -3.5545
H 1.3029 -4.1008 -4.0332
H 1.6754 -4.8737 -6.3527
H 0.2563 -3.9925 -8.1953

=====

[2]
102
Properties=species:S:1:pos:R:3 method="wB97M-V/def2-TZVPD" orbital_gap_ev="6.15 / 6.15" lumo_ev="-4.6 / -4.6" relative_energy_kj_mol=72.50 charge=+1 energy_ha=-5237.16364
Tc 0.9721 -0.3789 -0.2039
C -0.1002 3.3037 0.6049
C 0.4322 2.3485 1.5993
N 0.8052 1.1016 1.3577
C 1.2196 0.5668 2.5484
C 1.1011 1.5187 3.5308
N 0.6073 2.6303 2.9037
C 1.4093 1.5413 4.9937
O 1.7702 0.4079 5.5366
O 1.3128 2.5847 5.5875
C 1.6597 -0.8613 2.5737
O 1.8927 -1.4103 3.6480
O 1.7328 -1.3898 1.4282
H -0.0710 2.8389 -0.3774
H 0.4868 4.2225 0.5938
H -1.1298 3.5696 0.8448
H 0.3931 3.4830 3.4038
H 1.8020 -0.3798 4.9045
C 5.7290 0.9433 -0.7407
Si 4.2056 0.9142 0.4209
C 4.0042 2.5531 1.3958
C 4.5277 -0.5249 1.6169
N 2.7599 0.8028 -0.5983
C 2.5865 1.6221 -1.6190
C 3.4178 2.7248 -1.9608
C 3.2035 3.4460 -3.0938
C 2.1482 3.1166 -3.9671
C 1.2984 2.0973 -3.6622
C 1.4346 1.3564 -2.4593
N 0.5558 0.4656 -1.9988
Si -0.6369 -0.2130 -3.2039
C -1.6216 -1.6878 -2.5198
C -1.8707 1.1030 -3.8360
C 0.4928 -0.9469 -4.5732
H 6.2845 1.8679 -0.6114
H 5.4834 0.8573 -1.7960
H 6.4089 0.1325 -0.4977
H 3.5739 2.3867 2.3785
H 3.3659 3.2697 0.8844
H 4.9700 3.0236 1.5477
H 5.6018 -0.6278 1.7563
H 4.1519 -1.4858 1.2741
H 4.1027 -0.3432 2.5991
H 4.2268 2.9861 -1.3028
H 3.8383 4.2832 -3.3313
H 2.0058 3.6950 -4.8654
H 0.4703 1.8853 -4.3131
H -1.4483 -1.8205 -1.4532
H -1.3452 -2.6070 -3.0262
H -2.6849 -1.5326 -2.6661
H -1.6521 2.1113 -3.5014
H -2.8787 0.8731 -3.5071
H -1.8907 1.1144 -4.9221
H 1.3056 -0.2827 -4.8491
H -0.0868 -1.1394 -5.4720
H 0.9333 -1.8965 -4.2726
I 4.9315 -2.6837 -3.8579
C 3.2667 -3.0512 -2.6239
C 2.7463 -4.3237 -2.4451
C 1.6356 -4.4432 -1.6232
C 1.0834 -3.3169 -1.0390
N 1.5724 -2.0892 -1.2393
C 2.6546 -1.9723 -2.0057
H 3.1849 -5.1805 -2.9289
H 1.1836 -5.4039 -1.4429
H 0.2304 -3.3841 -0.3774
H 3.0622 -0.9817 -2.1450
C -0.8028 -0.7658 0.1194
Ge -2.6236 -0.7165 0.8451
C -3.7742 0.2837 -0.4300
C -4.9585 -0.2345 -0.9329
C -5.7213 0.4987 -1.8268
C -5.3160 1.7652 -2.2156
C -4.1377 2.2944 -1.7093
C -3.3723 1.5540 -0.8246
C -2.4468 0.3014 2.5393
C -1.6102 -0.1606 3.5488
C -1.6047 0.4437 4.7947
C -2.4443 1.5171 5.0444
C -3.2723 1.9932 4.0401
C -3.2712 1.3906 2.7932
C -3.1051 -2.5979 1.2715
C -3.4223 -3.5225 0.2844
C -3.6646 -4.8451 0.6154
C -3.5561 -5.2631 1.9312
C -3.2382 -4.3482 2.9201
C -3.0351 -3.0202 2.5924
H -5.2824 -1.2168 -0.6203
H -6.6338 0.0793 -2.2230
H -5.9182 2.3358 -2.9076
H -3.8119 3.2789 -2.0171
H -2.4403 1.9517 -0.4415
H -0.9590 -1.0025 3.3567
H -0.9526 0.0746 5.5739
H -2.4484 1.9716 6.0233
H -3.9285 2.8297 4.2309
H -3.9286 1.7596 2.0148
H -3.4906 -3.2070 -0.7476
H -3.9411 -5.5477 -0.1574
H -3.7247 -6.2979 2.1865
H -3.1515 -4.6624 3.9497
H -2.8296 -2.3046 3.3746